Record 1
One molecule with the formula C4HBr2FS. Source: OMol25; level of theory: the ωB97M-V functional and the def2-TZVPD basis.

LUMO energy in Eh: 0.01870
Energy above the lowest of the compared OMol25 structures with the same formula, charge and spin in kJ/mol: 0.0
SMILES: Fc1csc(Br)c1Br
2S+1: 1

Element x y z (Å)
1 C 0.0763 -0.4689 -1.1985
2 Br -0.4247 -2.6701 0.6102
3 C -0.1405 -0.9053 0.0640
4 H 0.2615 2.4290 0.8205
5 C 0.1545 1.4541 0.3894
6 C -0.0922 0.2994 1.0324
7 F -0.2840 0.1457 2.3334
8 S 0.3327 1.2468 -1.3112
9 Br 0.1165 -1.5307 -2.7402

Force components x, y, z for each atom (eV/Å):
-0.0122 0.0680 0.1241
0.0148 0.3032 -0.0273
0.1388 2.3115 1.6733
-0.0317 0.2005 0.1469
-0.0143 -0.2193 0.1223
-0.0654 -2.3049 -2.2201
0.0329 0.0049 -0.0048
-0.0720 -0.5297 0.0418
0.0089 0.1658 0.1438

***

Record 2
A 2-piece molecular cluster, C5H10O2 overall. Source: OMol25; level of theory: the ωB97M-V functional and the def2-TZVPD basis.

LUMO energy in Eh: 0.03257
Energy above the lowest of the compared OMol25 structures with the same formula, charge and spin in kJ/mol: 182.7
SMILES: C/C=C\O.CC=O
2S+1: 1

Element x y z (Å)
1 H 2.6097 1.7721 -0.2336
2 C 2.1672 -0.3235 -0.3323
3 H 3.1894 -0.6191 -0.0257
4 H 0.8992 1.3793 -0.6373
5 C -1.7047 0.5333 -0.8045
6 H -0.6983 -1.7614 0.3057
7 H -1.8928 -1.7220 1.6048
8 H -2.5360 0.6305 1.0747
9 H -0.3830 -0.8310 1.7744
10 H -2.2883 1.3818 -1.1547
11 C -1.8401 0.0817 0.4451
12 H -0.2286 -0.5439 -1.4343
13 H 1.5189 1.1753 1.0205
14 C -1.1645 -1.1147 1.0551
15 O 1.4479 -1.1532 -0.8509
16 C 1.7712 1.0941 -0.0453
17 O -0.8939 0.0760 -1.7898

Force components x, y, z for each atom (eV/Å):
-0.0951 -0.1198 0.0213
-0.1787 -0.2373 -0.1080
-0.0832 0.0107 -0.0039
0.1268 -0.0243 0.1127
-0.1812 0.1525 0.1879
-0.0782 0.1034 0.1106
0.1046 0.0967 -0.0754
0.0634 -0.0609 -0.1244
-0.1202 -0.0238 -0.1161
0.0498 -0.1119 0.0974
0.0033 0.0582 -0.1225
-0.0437 0.0566 -0.0573
0.0507 -0.0393 -0.1323
0.0462 -0.0878 -0.0084
0.3540 0.3934 0.1910
-0.0630 0.0052 -0.0808
0.0445 -0.1717 0.1080

***

Record 3
One molecule with the formula C3H11N2OPS. Source: OMol25; level of theory: the ωB97M-V functional and the def2-TZVPD basis.

LUMO energy in Eh: 0.02970
Energy above the lowest of the compared OMol25 structures with the same formula, charge and spin in kJ/mol: 0.0
SMILES: CCO[P@@](N)(=S)NC
2S+1: 1

Element x y z (Å)
1 H 2.2188 -2.2289 1.2218
2 O 0.2412 -0.7608 -1.0328
3 H 1.8575 -2.1291 -1.2688
4 S -1.5544 -1.5705 1.0530
5 C 1.8134 -1.3558 0.7853
6 N -0.5427 1.1594 0.7203
7 C 1.1377 -1.7802 -0.4381
8 H -1.2434 1.2303 1.4720
9 P -0.9641 -0.1920 -0.1759
10 H 2.7773 -0.7118 0.5726
11 C -0.2277 2.5269 0.2601
12 H 1.2576 -0.6866 1.6042
13 H -0.0207 2.5547 -0.7854
14 H 0.5664 -2.7064 -0.2116
15 N -2.0697 0.2806 -1.4253
16 H -1.0090 3.3236 0.4765
17 H 0.6072 3.0677 0.8506
18 H -3.0403 -0.0286 -1.2512
19 H -1.8052 0.0073 -2.4274

Force components x, y, z for each atom (eV/Å):
0.2502 -0.9732 0.9017
1.1516 0.0777 -0.2054
-1.0146 1.1014 1.1606
-0.7559 0.3599 0.1632
2.3370 4.1453 1.8578
-0.6381 1.0586 0.3618
-0.7160 -1.2261 -2.0170
0.7173 -0.4686 -0.2807
-1.4142 -0.7169 -0.2892
-1.7920 -1.0062 0.1056
0.2328 1.9445 1.6048
0.7242 -1.9299 -2.0609
0.2914 0.0173 -0.6865
-0.2085 0.8633 -0.2693
0.7236 -0.7846 -1.1607
0.0491 -1.4826 -0.5232
-0.5843 -1.6402 -0.9534
0.9680 0.2205 0.0772
-0.3216 0.4396 2.2135

***

Record 4
An isolated ion of composition C4H11N2O and charge +1. Source: OMol25; level of theory: the ωB97M-V functional and the def2-TZVPD basis.

LUMO energy in Eh: -0.12577
Energy above the lowest of the compared OMol25 structures with the same formula, charge and spin in kJ/mol: 136.5
Total charge: +1
SMILES: NCC[C@H]([NH3+])C=O
2S+1: 1

Element x y z (Å)
1 H 2.4790 0.9912 1.1538
2 H -0.2306 1.9497 -1.4761
3 O -2.8175 0.2708 -0.6809
4 H 0.3755 1.4124 0.0307
5 C -0.0548 -0.9933 0.3278
6 H -0.8004 -0.8199 1.1118
7 N -0.4257 1.3175 -0.7112
8 C 1.3333 -0.6701 0.8461
9 H -2.2843 -1.3558 -1.7653
10 H 2.1037 -0.8078 0.0816
11 H 1.5952 -1.3210 1.6820
12 H -1.3238 1.5852 -0.2941
13 H 1.1409 0.8618 2.1926
14 C -2.0114 -0.4781 -1.1656
15 H 0.0720 -0.4867 -1.7555
16 N 1.4998 0.7581 1.2682
17 C -0.5305 -0.1697 -0.9021
18 H -0.1203 -2.0443 0.0563

Force components x, y, z for each atom (eV/Å):
-0.1677 0.2884 0.6340
-0.0031 -0.3903 -0.6873
-0.2190 -0.1975 -0.2363
-0.5725 0.1593 -0.2642
-0.6601 0.9659 0.0716
0.1233 -0.1293 0.1588
0.9714 -0.5112 2.1055
0.8859 0.5870 0.0639
0.0183 -0.1051 0.1081
-0.2587 -0.3295 -0.0926
-0.1587 -0.2196 -0.1512
-0.1205 0.2088 0.0971
0.2706 0.4393 0.7666
0.2398 0.6153 0.3616
0.0107 0.3189 -0.0912
-0.7248 -0.8182 -1.7137
0.3545 -0.7997 -1.0849
0.0105 -0.0824 -0.0458

***

- LUMO energy of number 4 (C4H11N2O)?
  -0.12577 Eh